Here is a structure of composition C42H57BN5O2SbTi from the Open Molecules 2025 dataset. Energies are from ωB97M-V with the def2-TZVPD basis set.

Each line ends with the Löwdin charge.
Atoms and positions in Å:
Ti -0.2038 0.3656 -0.3862  0.91
C 4.9449 3.5811 -2.0708  -0.02
C 3.6192 3.2170 -1.4729  -0.22
C 2.4317 3.7774 -1.9508  0.01
C 1.2118 3.4062 -1.4301  -0.01
C 1.1217 2.4894 -0.3780  -0.24
N -0.1360 2.0957 0.1642  -0.08
C -0.9175 2.8698 1.0297  -0.19
C -0.7489 4.2520 1.1004  0.02
C -1.5644 5.0366 1.8889  0.00
C -2.6033 4.4704 2.6208  -0.24
C -3.5207 5.3092 3.4644  -0.03
C -2.7626 3.0941 2.5648  0.03
C -1.9189 2.2773 1.8173  -0.11
N -2.1322 0.8556 1.9092  -0.02
C -2.8374 0.2376 2.8780  0.00
C -2.8728 -1.1145 2.6148  0.01
C -2.1451 -1.2622 1.4463  -0.10
N -1.6936 -0.0766 1.0179  -0.04
C 2.3158 1.9106 0.0859  -0.12
C 3.5366 2.2666 -0.4642  0.06
N 2.2865 0.9125 1.0983  -0.05
C 3.1632 0.6816 2.0972  0.00
C 2.7989 -0.4992 2.7020  0.00
C 1.6785 -0.9426 1.9943  -0.06
N 1.3772 -0.0836 1.0251  -0.03
H 4.8962 4.5366 -2.5889  0.09
H 5.7213 3.6376 -1.3090  0.09
H 5.2477 2.8219 -2.7954  0.10
H 2.4726 4.5064 -2.7503  0.13
H 0.2993 3.8423 -1.8146  0.11
H 0.0406 4.7108 0.5217  0.12
H -1.4063 6.1075 1.9205  0.13
H -3.5543 6.3371 3.1085  0.09
H -4.5354 4.9122 3.4638  0.09
H -3.1732 5.3288 4.4993  0.10
H -3.5905 2.6658 3.1141  0.12
H -3.2532 0.7805 3.7077  0.14
H -3.3518 -1.8790 3.2012  0.12
H -1.9050 -2.1573 0.8924  0.13
H 4.4350 1.7711 -0.1153  0.14
H 3.9621 1.3739 2.3055  0.15
H 3.2770 -0.9733 3.5411  0.12
H 1.0840 -1.8298 2.1394  0.13
C 0.4807 1.4851 -4.3438  -0.11
C -0.6811 0.5307 -4.6197  -0.67
C -1.5257 1.0472 -5.7835  -0.09
C -0.1282 -0.8567 -4.9480  -0.09
Sb -1.8663 0.3669 -2.7938  1.66
C -3.2728 2.0593 -2.7153  -0.68
C -2.4757 3.3431 -2.9396  -0.11
C -4.3881 1.9423 -3.7511  -0.09
C -3.8733 2.1066 -1.3087  -0.11
C -3.0798 -1.4474 -2.9823  -0.68
C -3.6732 -1.6074 -4.3799  -0.09
C -2.1776 -2.6396 -2.6646  -0.11
C -4.2000 -1.3798 -1.9435  -0.11
H 1.0900 1.5620 -5.2498  0.10
H 1.1267 1.1187 -3.5429  0.05
H 0.1441 2.4919 -4.0885  0.07
H -0.9207 1.0236 -6.6951  0.10
H -1.8390 2.0780 -5.6305  0.07
H -2.4130 0.4400 -5.9624  0.07
H 0.5668 -0.7658 -5.7882  0.11
H -0.9076 -1.5584 -5.2458  0.07
H 0.4292 -1.2955 -4.1148  0.06
H -1.9942 3.3780 -3.9170  0.07
H -1.7195 3.4725 -2.1601  0.05
H -3.1559 4.1980 -2.8775  0.10
H -4.0147 1.9509 -4.7719  0.07
H -5.0609 2.7982 -3.6371  0.10
H -4.9852 1.0439 -3.6094  0.06
H -3.1012 2.1006 -0.5369  0.04
H -4.5591 1.2822 -1.1199  0.07
H -4.4355 3.0384 -1.1942  0.10
H -2.9071 -1.7369 -5.1447  0.07
H -4.3065 -0.7697 -4.6685  0.07
H -4.2948 -2.5084 -4.3883  0.10
H -1.3226 -2.7134 -3.3371  0.07
H -2.7614 -3.5602 -2.7643  0.10
H -1.7936 -2.5941 -1.6435  0.06
H -4.9440 -0.6253 -2.1908  0.07
H -3.8238 -1.1780 -0.9368  0.06
H -4.7140 -2.3459 -1.9172  0.10
C 6.0576 -4.4400 -3.6962  -0.04
C 4.7033 -4.7394 -4.3565  -0.56
C 4.5437 -6.2564 -4.4633  -0.06
C 4.6833 -4.1518 -5.7754  -0.04
C 3.5913 -4.0938 -3.5287  -0.15
C 2.5729 -4.8401 -2.9340  0.00
C 1.5517 -4.2633 -2.1787  0.03
C 1.5887 -2.8997 -2.0455  -0.20
O 0.7073 -2.0434 -1.3807  0.07
B 1.2144 -0.7661 -1.6117  -0.62
O 2.3679 -0.7918 -2.3491  0.16
C 2.5881 -2.1391 -2.6273  -0.18
C 3.5968 -2.7013 -3.3661  0.07
H 6.8622 -4.8938 -4.2774  0.09
H 6.0960 -4.8490 -2.6846  0.09
H 6.2539 -3.3678 -3.6388  0.08
H 5.3556 -6.6605 -5.0687  0.09
H 3.6048 -6.5333 -4.9471  0.09
H 4.5921 -6.7403 -3.4855  0.09
H 5.4692 -4.6105 -6.3776  0.09
H 4.8558 -3.0737 -5.7737  0.08
H 3.7255 -4.3441 -6.2630  0.09
H 2.5624 -5.9131 -3.0569  0.11
H 0.7721 -4.8640 -1.7294  0.13
H 4.3632 -2.0806 -3.8117  0.13

HOMO-LUMO gap, Ha: 0.246
E_HOMO, Eh: -0.475
ΔE to the lowest compared entry with this formula, charge and spin, eV: 0.072
Charge: +2